(1)
C35H33BrIrN4O6P | wB97M-V/def2-TZVPD

```
81
Properties=species:S:1:pos:R:3
Ir -0.33 0.42 0.59
O -2.66 4.22 0.64
C -2.08 3.03 0.67
O -0.92 2.83 0.36
C -3.03 1.94 1.08
C -4.39 2.16 1.29
C -5.16 1.09 1.71
C -4.56 -0.15 1.92
C -3.20 -0.28 1.68
N -2.47 0.76 1.26
C -2.40 -1.54 1.90
O -3.03 -2.63 2.28
O -1.20 -1.56 1.75
H -2.00 4.89 0.38
H -4.81 3.14 1.15
H -6.22 1.22 1.89
H -5.17 -0.97 2.26
H -3.99 -2.53 2.34
Br 6.48 -0.84 0.96
C 4.64 -0.51 0.99
C 4.16 0.77 1.24
C 2.79 0.97 1.24
N 1.92 -0.02 1.00
C 2.39 -1.24 0.75
C 3.74 -1.54 0.75
H 4.83 1.59 1.43
H 2.37 1.95 1.42
H 1.65 -2.01 0.56
H 4.08 -2.54 0.54
O -1.47 2.65 3.33
C -0.54 1.89 3.57
O 0.05 1.07 2.79
C 0.01 1.89 5.01
N 1.06 0.80 5.09
C 0.56 -0.28 6.01
C -0.94 -0.05 6.05
C -1.04 1.48 6.04
H 0.47 2.86 5.22
H 1.98 1.15 5.37
H 1.11 0.48 4.09
H 1.02 -0.12 6.98
H 0.87 -1.25 5.62
H -1.39 -0.51 6.92
H -1.41 -0.47 5.16
H -0.79 1.88 7.02
H -2.02 1.85 5.75
N -0.30 -0.05 -1.20
P 0.24 -0.50 -2.64
C -0.56 -2.03 -3.13
C -0.97 -2.24 -4.44
C -1.55 -3.46 -4.78
C -1.73 -4.44 -3.82
C -1.33 -4.22 -2.51
C -0.75 -3.01 -2.16
C 2.02 -0.76 -2.62
C 2.83 0.33 -2.27
C 4.20 0.18 -2.25
C 4.78 -1.05 -2.57
C 3.97 -2.13 -2.90
C 2.59 -1.98 -2.93
C -0.10 0.77 -3.86
C -1.23 1.57 -3.71
C -1.54 2.51 -4.68
C -0.73 2.65 -5.80
C 0.40 1.85 -5.95
C 0.71 0.91 -4.98
H -0.83 -1.48 -5.19
H -1.87 -3.63 -5.80
H -2.18 -5.38 -4.10
H -1.47 -4.99 -1.76
H -0.45 -2.83 -1.13
H 2.38 1.29 -2.04
H 4.83 1.02 -2.00
H 5.85 -1.16 -2.56
H 4.42 -3.08 -3.16
H 1.97 -2.82 -3.21
H -1.86 1.46 -2.83
H -2.42 3.13 -4.57
H -0.97 3.38 -6.55
H 1.03 1.96 -6.82
H 1.60 0.29 -5.10
```

Values from the calculation:
* 2S+1: 5
* strongest force on any atom: 0.2 eV/A
* molar mass: 908.766 g mol⁻¹
* energy relative to the best compared isomer or geometry (same formula, charge and spin): 0.000 eV
* charge: +2
* lowest unoccupied orbital energy (alpha / beta): -5.5415 / -5.8660 eV
* DFT total energy: -5043.23312 Eh

(2)
C7H12NO | wB97M-V/def2-TZVPD

```
21
Properties=species:S:1:pos:R:3
C -2.48 1.56 1.86
C -1.79 0.79 1.24
C 1.63 -0.41 0.17
C -0.51 0.80 -0.67
C 0.82 0.07 -1.17
C 0.67 -0.15 1.29
C 0.46 -1.12 -2.11
N -0.90 0.10 0.46
O 0.53 -1.17 2.24
H -3.23 2.23 2.17
H 2.01 -1.43 0.29
H 2.46 0.32 0.29
H -0.37 1.82 -0.43
H -1.22 0.80 -1.48
H 1.40 0.73 -1.74
H 0.72 0.80 1.86
H -0.14 -1.99 -1.78
H 1.40 -1.45 -2.42
H 0.03 -0.74 -3.02
H -1.43 -0.81 0.13
H -0.04 -0.78 2.81
```

Values from the calculation:
* 2S+1: 1
* strongest force on any atom: 5.3 eV/A
* molar mass: 126.179 g mol⁻¹
* energy relative to the best compared isomer or geometry (same formula, charge and spin): 3.730 eV
* SMILES: C#C[N@H+]1C[C@H](C)C[C@@H]1O
* charge: +1
* lowest unoccupied orbital energy: -3.1021 eV
* DFT total energy: -403.53308 Eh

(3)
C12H20Br4O6 | wB97M-V/def2-TZVPD

```
42
Properties=species:S:1:pos:R:3
Br 2.32 -3.25 -1.94
C 2.92 -1.44 -2.30
C 2.07 -0.77 -3.37
Br 2.60 -1.42 -5.10
H 3.97 -1.40 -2.59
H 2.85 -0.93 -1.34
H 2.26 0.30 -3.38
H 1.03 -0.93 -3.08
Br -4.57 -0.81 0.31
C -3.13 -0.45 -0.97
C -3.09 -1.60 -1.96
Br -1.72 -1.17 -3.28
H -2.20 -0.42 -0.42
H -3.35 0.50 -1.44
H -4.02 -1.70 -2.51
H -2.87 -2.53 -1.45
C 1.72 -0.61 3.49
C 0.49 -1.45 3.31
C -0.79 -0.62 3.12
O -1.01 -0.66 1.72
C -0.22 -1.60 1.14
O -0.24 -1.85 -0.02
O 0.55 -2.20 2.07
H 1.80 -0.20 4.49
H 1.73 0.23 2.79
H 2.63 -1.19 3.29
H 0.38 -2.22 4.07
H -0.60 0.42 3.41
H -1.66 -0.93 3.69
C 1.22 1.33 -0.43
C 0.55 2.65 -0.14
C -0.74 2.88 -0.94
O -1.71 3.17 0.06
C -1.22 2.93 1.29
O -1.82 3.02 2.30
O 0.09 2.60 1.22
H 2.12 1.13 0.15
H 1.49 1.29 -1.49
H 0.55 0.49 -0.28
H 1.24 3.47 -0.31
H -1.03 2.11 -1.65
H -0.62 3.80 -1.52
```

Values from the calculation:
* 2S+1: 1
* strongest force on any atom: 1.5 eV/A
* molar mass: 579.902 g mol⁻¹
* energy relative to the best compared isomer or geometry (same formula, charge and spin): 0.000 eV
* SMILES: C[C@H]1COC(=O)O1.C[C@H]1COC(=O)O1.BrCCBr.BrCCBr
* lowest unoccupied orbital energy: 0.4218 eV
* DFT total energy: -11216.78381 Eh